Formula: C4H7NO2
Source: the Open Molecules 2025 dataset
Level of theory: wB97M-V/def2-TZVPD

Properties
E_LUMO = 0.035 Ha
energy = -361.761197 Ha
energy above the lowest of the compared OMol25 structures with the same formula, charge and spin = 75.1 kcal per mole
SMILES = O[C@@H]1OC2CN1C2
strongest force on any atom = 0.028 hartree/bohr
HOMO-LUMO gap = 10.92 eV
HOMO level = -9.962 eV

ORCA input file:
```
! RIJCOSX wB97M-V def2-TZVPD def2/J DEFGRID3
* xyz 0 1
H -1.607 -1.170 0.967
O 0.171 -2.143 0.721
H -0.589 2.171 0.298
H 0.572 -2.100 -0.166
C -0.582 -1.026 0.582
C -0.783 1.131 0.048
H 0.362 0.971 -1.969
C 1.151 0.406 0.130
N -0.057 0.217 1.005
H 1.876 -0.414 0.147
H 1.635 1.347 0.394
H -1.857 0.931 -0.051
C 0.127 0.487 -1.015
O -0.419 -0.809 -1.091
*
```

***

Formula: C4H7NO2
Source: the Open Molecules 2025 dataset
Level of theory: wB97M-V/def2-TZVPD

Properties
E_LUMO = 0.019 Ha
energy = -361.738283 Ha
energy above the lowest of the compared OMol25 structures with the same formula, charge and spin = 89.5 kcal per mole
strongest force on any atom = 0.064 hartree/bohr
HOMO-LUMO gap = 8.96 eV
HOMO level = -8.452 eV

ORCA input file:
```
! RIJCOSX wB97M-V def2-TZVPD def2/J DEFGRID3
* xyz 0 1
C -1.011 -0.877 0.024
N 2.396 1.153 -0.020
C 1.114 -0.977 0.211
O 0.140 1.104 -0.435
H -1.057 -1.482 0.926
H -2.174 0.786 0.756
C 1.215 0.563 -0.217
H -0.948 -1.543 -0.831
O 2.144 -1.499 0.562
H 3.176 0.550 0.223
H -3.106 -0.532 0.030
H -2.235 0.556 -1.021
C -2.181 0.053 -0.053
H 2.526 2.144 -0.158
*
```

***

Formula: C4H7NO2
Source: the Open Molecules 2025 dataset
Level of theory: wB97M-V/def2-TZVPD

Properties
E_LUMO = 0.023 Ha
energy = -361.776140 Ha
energy above the lowest of the compared OMol25 structures with the same formula, charge and spin = 65.7 kcal per mole
SMILES = O=CCCNC=O
strongest force on any atom = 0.105 hartree/bohr
HOMO-LUMO gap = 10.15 eV
HOMO level = -9.538 eV

ORCA input file:
```
! RIJCOSX wB97M-V def2-TZVPD def2/J DEFGRID3
* xyz 0 1
C 0.697 -0.819 -0.226
C 0.251 0.455 0.459
O 2.556 0.558 -0.796
H 2.127 -0.874 -2.188
H -0.239 -1.377 -0.476
H -2.169 1.599 -0.123
C -2.265 0.640 0.392
N -1.084 0.254 0.944
H 1.351 -1.537 0.399
H -1.119 -0.713 1.613
C 1.828 -0.310 -1.169
H 0.194 1.307 -0.355
O -3.291 -0.063 0.532
H 1.164 0.878 0.992
*
```

***

Copy entry 3 word for word.
Formula: C4H7NO2
Source: the Open Molecules 2025 dataset
Level of theory: wB97M-V/def2-TZVPD

Properties
E_LUMO = 0.023 Ha
energy = -361.776140 Ha
energy above the lowest of the compared OMol25 structures with the same formula, charge and spin = 65.7 kcal per mole
SMILES = O=CCCNC=O
strongest force on any atom = 0.105 hartree/bohr
HOMO-LUMO gap = 10.15 eV
HOMO level = -9.538 eV

ORCA input file:
```
! RIJCOSX wB97M-V def2-TZVPD def2/J DEFGRID3
* xyz 0 1
C 0.697 -0.819 -0.226
C 0.251 0.455 0.459
O 2.556 0.558 -0.796
H 2.127 -0.874 -2.188
H -0.239 -1.377 -0.476
H -2.169 1.599 -0.123
C -2.265 0.640 0.392
N -1.084 0.254 0.944
H 1.351 -1.537 0.399
H -1.119 -0.713 1.613
C 1.828 -0.310 -1.169
H 0.194 1.307 -0.355
O -3.291 -0.063 0.532
H 1.164 0.878 0.992
*
```